1.
ORCA calculation (ωB97M-V with the def2-TZVPD basis set) on a cluster of 11 separate species, C2H25O11 in total in a non-equilibrium geometry.

```
38
Properties=species:S:1:pos:R:3
C -0.993 -0.065 1.370
O -0.162 0.939 0.911
C -1.813 0.161 2.551
H -0.250 -0.926 1.597
H -1.656 -0.341 0.548
H -2.684 -0.405 2.742
H -2.280 1.191 2.397
H -1.304 0.341 3.499
H 0.321 -3.630 -0.149
H 1.477 -3.204 0.584
O 0.759 -3.890 0.676
H 1.794 0.831 -2.423
H 2.201 2.115 -1.932
O 2.243 1.583 -2.768
H -2.491 -2.291 -1.279
H -2.026 -1.301 -2.290
O -2.317 -2.172 -2.203
H -2.491 1.595 -1.118
H -2.244 1.838 -2.637
O -2.554 1.208 -1.993
H 0.213 3.584 1.066
H 1.091 2.562 1.592
O 1.098 3.516 1.590
H 2.355 0.038 -0.648
H 0.940 0.567 0.058
O 1.419 0.092 -0.818
H 3.057 -1.508 -0.754
H 2.123 -2.585 -1.325
O 2.951 -2.496 -0.828
H 1.483 0.758 1.627
H 1.644 -0.601 2.083
O 2.113 0.023 1.651
H -0.939 1.881 0.246
H -2.248 2.908 0.525
O -1.486 2.773 -0.105
H -0.368 -1.877 -1.820
H 0.685 -1.153 -1.011
O 0.341 -2.058 -1.213
```

E in hartree: -918.6231
E_HOMO (spin up / spin down) in hartree: -0.3915 / -0.3905
Kohn-Sham gap (spin up / spin down) in eV: 10.18 / 4.72
2S+1: 2
Total charge: 0
Energy above the lowest of the compared OMol25 structures with the same formula, charge and spin in kcal per mole: 56.7

natural (NBO) atomic charge list, values in e, 4 entries: number 1, C, carries -0.117; number 2, O, carries -0.471; number 3, C, carries -0.655; number 4, H, carries 0.296

***

2.
ORCA calculation (ωB97M-V with the def2-TZVPD basis set) on an isolated molecule of C4H4F2 in a non-equilibrium geometry.

```
10
Properties=species:S:1:pos:R:3
F 1.465 1.622 -0.259
C 1.723 0.275 -0.002
C 0.816 -0.657 0.005
C -0.691 -0.412 -0.257
C -1.701 0.357 0.296
F -3.014 0.175 -0.203
H 2.821 0.281 0.087
H 1.144 -1.635 0.239
H -0.818 -1.061 -1.068
H -1.744 1.054 1.161
```

E in hartree: -354.4585
E_HOMO in hartree: -0.3545
Kohn-Sham gap in eV: 10.60
Total charge: 0
Energy above the lowest of the compared OMol25 structures with the same formula, charge and spin in kcal per mole: 26.4

natural (NBO) atomic charge list, values in e, 4 entries: number 1, F, carries -0.360; number 2, C, carries 0.244; number 3, C, carries -0.315; number 4, C, carries -0.298

***

3.
ORCA calculation (ωB97M-V with the def2-TZVPD basis set) on a structure of composition C3H5O2S2 in a non-equilibrium geometry.

```
12
Properties=species:S:1:pos:R:3
C -1.576 -0.190 -0.272
C 0.731 0.961 1.010
C 0.361 -0.153 0.083
O -1.795 -1.324 -0.519
O -2.089 0.868 -0.057
S 0.990 0.398 -1.710
S 1.021 -1.663 0.427
H -0.160 1.594 1.012
H 1.525 1.517 0.619
H 0.687 0.626 2.072
H 0.019 -0.318 -2.298
H 0.286 -2.317 -0.367
```

E in hartree: -1064.1905
E_HOMO in hartree: -0.1237
Kohn-Sham gap in eV: 6.79
Total charge: -1
Energy above the lowest of the compared OMol25 structures with the same formula, charge and spin in kcal per mole: 30.3

natural (NBO) atomic charge list, values in e, 4 entries: number 1, C, carries 0.905; number 2, C, carries -0.690; number 3, C, carries -0.464; number 4, O, carries -0.712

***

4.
ORCA calculation (ωB97M-V with the def2-TZVPD basis set) on the ion C6H13N4 with charge +1 in a non-equilibrium geometry.

```
23
Properties=species:S:1:pos:R:3
C -2.045 0.427 -0.882
C -1.395 -0.099 0.393
N 0.035 0.279 0.661
C 0.174 1.767 0.538
C 0.498 -0.256 1.979
N 0.857 -0.313 -0.391
C 0.958 -1.557 -0.758
C 1.970 -1.511 -1.750
N 2.426 -0.286 -1.854
N 1.722 0.453 -1.043
H -2.254 1.475 -0.671
H -1.327 0.233 -1.810
H -3.071 -0.044 -1.044
H -1.190 -1.211 0.232
H -2.080 -0.159 1.304
H -0.304 1.957 -0.489
H -0.488 2.448 1.107
H 1.168 2.079 0.408
H -0.402 -0.398 2.608
H 1.026 -1.145 2.043
H 1.182 0.459 2.391
H 0.196 -2.357 -0.503
H 2.343 -2.242 -2.472
```

E in hartree: -455.0385
E_HOMO in hartree: -0.5122
Kohn-Sham gap in eV: 11.18
Total charge: +1
Energy above the lowest of the compared OMol25 structures with the same formula, charge and spin in kcal per mole: 107.9

natural (NBO) atomic charge list, values in e, 4 entries: number 1, C, carries -0.660; number 2, C, carries -0.231; number 3, N, carries -0.044; number 4, C, carries -0.456

***

5.
ORCA calculation (ωB97M-V with the def2-TZVPD basis set) on an isolated molecule of C12H15BO2 in a non-equilibrium geometry.

```
30
Properties=species:S:1:pos:R:3
B -1.303 0.996 -2.042
C 3.023 2.080 1.508
C 3.312 1.215 0.457
C 1.686 2.205 1.866
C 2.366 0.276 -0.040
C 0.793 1.237 1.539
C 1.091 0.267 0.554
C -1.902 0.868 -0.395
C -1.032 -2.802 0.027
C -1.984 -1.710 -0.405
C 0.292 -2.080 -0.218
C -1.421 -0.436 0.216
C 0.053 -0.685 0.205
O -0.090 0.645 -2.095
O -2.174 1.176 -3.077
H 3.663 2.909 1.940
H 4.289 0.962 -0.071
H 1.453 2.953 2.780
H 2.421 -0.351 -0.881
H -0.271 1.197 1.916
H -1.536 1.807 0.192
H -2.962 0.878 -0.462
H -1.067 -2.966 1.104
H -1.190 -3.750 -0.351
H -1.788 -1.591 -1.487
H -2.992 -1.925 -0.266
H 1.096 -2.620 0.239
H 0.580 -2.138 -1.287
H -1.478 -0.317 1.333
H -2.930 1.700 -2.799
```

E in hartree: -641.5443
E_HOMO (spin up / spin down) in hartree: -0.2800 / -0.2801
Kohn-Sham gap (spin up / spin down) in eV: 6.16 / 6.16
Total charge: 0
Energy above the lowest of the compared OMol25 structures with the same formula, charge and spin in kcal per mole: 0.0

natural (NBO) atomic charge list, values in e, 4 entries: number 1, B, carries 1.020; number 2, C, carries -0.195; number 3, C, carries -0.215; number 4, C, carries -0.204

***

6.
ORCA calculation (ωB97M-V with the def2-TZVPD basis set) on a cluster of 2 separate species, C19H32BCl3O3Si in total in a non-equilibrium geometry.

```
59
Properties=species:S:1:pos:R:3
Cl -0.814 2.970 -1.145
B -0.950 1.215 -0.562
Cl -2.578 0.935 0.353
Cl -0.790 -0.018 -1.957
O 0.187 0.995 0.407
C 0.402 -0.127 0.981
C 1.492 -0.309 1.895
C 1.631 -1.592 2.476
C 2.642 -1.839 3.392
C 3.539 -0.816 3.740
C 3.419 0.458 3.154
C 2.411 0.722 2.236
H -0.249 -0.980 0.761
H 0.925 -2.368 2.184
H 2.737 -2.829 3.842
H 4.331 -1.011 4.463
H 4.129 1.244 3.428
H 2.309 1.704 1.769
C -4.156 4.806 0.210
C -5.249 3.886 0.745
C -5.194 3.768 2.267
C -6.225 2.864 2.886
O -6.006 1.544 2.273
C -6.079 0.462 3.037
C -6.085 -0.742 2.400
O -6.136 0.692 4.359
Si -5.684 -0.379 5.620
C -4.395 -1.546 5.011
C -5.012 0.800 6.882
C -7.241 -1.247 6.301
C -7.402 -2.620 5.640
C -8.498 -0.402 6.040
C -7.057 -1.429 7.814
H -4.209 4.853 -0.880
H -4.268 5.821 0.603
H -3.162 4.429 0.470
H -6.239 4.261 0.461
H -5.137 2.886 0.309
H -4.198 3.409 2.554
H -5.297 4.765 2.708
H -6.093 2.801 3.966
H -7.256 3.144 2.636
H -6.245 -1.656 2.954
H -6.057 -0.673 1.322
H -3.941 -2.025 5.893
H -4.758 -2.334 4.340
H -3.605 -0.987 4.489
H -4.613 0.255 7.750
H -4.190 1.378 6.438
H -5.777 1.507 7.231
H -6.529 -3.262 5.815
H -8.281 -3.125 6.069
H -7.564 -2.534 4.557
H -8.432 0.590 6.507
H -8.689 -0.276 4.966
H -9.372 -0.915 6.472
H -7.009 -0.467 8.337
H -7.909 -1.990 8.226
H -6.144 -1.993 8.047
```

E in hartree: -2663.9872
E_HOMO in hartree: -0.2805
Kohn-Sham gap in eV: 5.48
Total charge: 0
Energy above the lowest of the compared OMol25 structures with the same formula, charge and spin in kcal per mole: 0.0

natural (NBO) atomic charge list, values in e, 4 entries: number 1, Cl, carries -0.225; number 2, B, carries 0.380; number 3, Cl, carries -0.255; number 4, Cl, carries -0.250

***

7.
ORCA calculation (ωB97M-V with the def2-TZVPD basis set) on the ion C3H3O3 with charge +1 in a non-equilibrium geometry.

```
9
Properties=species:S:1:pos:R:3
C 0.022 -0.040 -0.808
C -1.360 1.542 0.208
C 0.619 -0.428 0.590
O 0.060 0.057 1.533
O -0.845 0.872 -0.637
O 1.604 -1.219 0.472
H 0.401 -0.540 -1.754
H -2.219 1.619 0.641
H 1.719 -1.863 -0.243
```

E in hartree: -341.3196
E_HOMO (spin up / spin down) in hartree: -0.5575 / -0.5730
Kohn-Sham gap (spin up / spin down) in eV: 8.69 / 8.93
Total charge: +1
Energy above the lowest of the compared OMol25 structures with the same formula, charge and spin in kcal per mole: 118.6

natural (NBO) atomic charge list, values in e, 4 entries: number 1, C, carries 0.073; number 2, C, carries 0.556; number 3, C, carries 0.752; number 4, O, carries -0.498

***

8.
ORCA calculation (ωB97M-V with the def2-TZVPD basis set) on an isolated molecule of C3H7N5 in a non-equilibrium geometry.

```
15
Properties=species:S:1:pos:R:3
H 0.463 -0.282 -3.400
N 0.564 0.706 -3.002
C 0.366 0.498 -1.724
N -0.103 -0.803 -1.377
C -0.441 -0.736 0.010
C 0.262 0.571 0.588
N 0.370 0.794 1.901
N -0.555 -0.027 2.673
N 0.663 1.129 -0.560
H -1.051 -1.045 -1.944
H -1.449 -0.868 0.320
H 0.088 -1.660 0.502
H 0.004 -0.994 2.931
H -0.653 0.810 3.511
H 1.472 1.908 -0.429
```

E in hartree: -392.1607
E_HOMO in hartree: -0.3195
Kohn-Sham gap in eV: 9.40
Total charge: 0
Energy above the lowest of the compared OMol25 structures with the same formula, charge and spin in kcal per mole: 86.8

natural (NBO) atomic charge list, values in e, 4 entries: number 1, H, carries 0.348; number 2, N, carries -0.715; number 3, C, carries 0.559; number 4, N, carries -0.626

***

9.
ORCA calculation (ωB97M-V with the def2-TZVPD basis set) on an isolated molecule of H2O4S3 in a non-equilibrium geometry.

```
9
Properties=species:S:1:pos:R:3
O -0.592 1.971 0.636
S 0.241 0.882 0.150
O 1.331 1.316 -0.684
S 0.902 -0.188 1.913
O -0.642 -0.941 1.593
S -0.739 -0.574 -1.018
O 0.391 -0.377 -2.095
H -1.081 -1.224 2.426
H 0.190 -0.865 -2.921
```

E in hartree: -1496.5965
E_HOMO in hartree: -0.3391
Kohn-Sham gap in eV: 8.09
Total charge: 0
Energy above the lowest of the compared OMol25 structures with the same formula, charge and spin in kcal per mole: 28.2

natural (NBO) atomic charge list, values in e, 4 entries: number 1, O, carries -0.885; number 2, S, carries 1.752; number 3, O, carries -0.886; number 4, S, carries 0.309

***

10.
ORCA calculation (ωB97M-V with the def2-TZVPD basis set) on an isolated molecule of C14H11FN4OS in a non-equilibrium geometry.

```
32
Properties=species:S:1:pos:R:3
O 1.707 -2.327 1.608
C 1.190 -1.987 0.572
N 0.002 -2.590 0.162
N -0.771 -2.059 -0.867
C -1.782 -1.194 -0.555
N -1.908 -0.596 0.565
C -2.975 0.261 0.564
C -3.380 1.055 1.630
C -4.484 1.868 1.472
C -5.187 1.902 0.272
C -4.801 1.121 -0.802
C -3.697 0.305 -0.647
S -2.980 -0.787 -1.808
N 1.680 -1.099 -0.337
C 2.869 -0.371 -0.287
C 3.130 0.520 -1.327
C 4.295 1.262 -1.341
C 5.197 1.105 -0.304
F 6.339 1.827 -0.313
C 4.958 0.229 0.739
C 3.791 -0.512 0.748
H -0.495 -3.039 0.926
H -0.950 -2.697 -1.635
H -2.825 1.019 2.553
H -4.808 2.489 2.294
H -6.048 2.546 0.175
H -5.343 1.144 -1.734
H 1.087 -0.913 -1.136
H 2.416 0.632 -2.130
H 4.508 1.954 -2.140
H 5.681 0.131 1.533
H 3.586 -1.199 1.551
```

E in hartree: -1332.4503
E_HOMO in hartree: -0.3076
Kohn-Sham gap in eV: 8.63
Total charge: 0

natural (NBO) atomic charge list, values in e, 4 entries: number 1, O, carries -0.626; number 2, C, carries 0.790; number 3, N, carries -0.471; number 4, N, carries -0.464

***

11.
ORCA calculation (ωB97M-V with the def2-TZVPD basis set) on a structure of composition C35H37IrN5PSSe in a non-equilibrium geometry.

```
81
Properties=species:S:1:pos:R:3
Ir 0.128 -0.784 -0.360
C 2.360 0.740 3.035
C 1.838 0.419 1.607
N 1.080 -0.726 1.374
N 0.489 -1.313 2.451
C 0.636 -2.736 2.529
N 0.032 -3.176 3.567
S 1.246 -3.658 1.331
C 1.963 1.330 0.496
C 2.810 2.428 0.556
C 2.668 3.235 -0.592
C 1.841 2.929 -1.663
C 1.042 1.798 -1.593
N 1.124 1.095 -0.464
H 1.689 1.639 3.215
H 3.367 1.200 3.007
H 2.190 -0.118 3.756
H -0.356 -2.545 4.246
H 0.105 -4.192 3.675
H 3.158 2.912 1.446
H 2.932 4.283 -0.658
H 1.582 3.690 -2.474
H 0.099 1.676 -2.149
Se -0.912 -2.881 -0.275
C -1.349 3.384 3.795
C -2.273 2.356 3.889
C -2.478 1.492 2.767
C -1.717 1.639 1.625
C -0.769 2.697 1.554
C -0.555 3.519 2.654
P -1.871 0.456 0.272
C -3.253 -0.634 0.762
C -4.557 -0.308 0.543
C -5.605 -1.030 1.158
C -5.248 -2.059 1.971
C -3.925 -2.341 2.279
C -2.919 -1.581 1.728
C -2.402 1.156 -1.236
C -2.978 0.302 -2.216
C -3.263 0.858 -3.446
C -3.163 2.257 -3.718
C -2.615 3.087 -2.726
C -2.229 2.474 -1.557
H -1.162 4.007 4.678
H -2.719 2.059 4.863
H -3.209 0.691 2.912
H -0.210 2.888 0.674
H 0.159 4.338 2.576
H -4.808 0.532 -0.084
H -6.595 -0.783 0.890
H -6.038 -2.581 2.448
H -3.698 -3.074 3.059
H -1.884 -1.723 2.044
H -2.986 -0.733 -1.991
H -3.668 0.155 -4.210
H -3.472 2.552 -4.711
H -2.355 4.124 -2.820
H -1.870 3.125 -0.751
C 3.809 -3.410 -0.938
N 3.461 -2.151 -0.358
C 4.535 -1.749 0.646
C 3.383 -1.090 -1.429
C 2.350 -1.169 -2.494
C 2.760 -1.232 -3.849
C 1.853 -1.388 -4.917
C 0.469 -1.383 -4.624
C 0.086 -1.141 -3.312
C 0.989 -1.065 -2.248
H 3.775 -4.210 -0.122
H 4.719 -3.442 -1.468
H 3.009 -3.609 -1.673
H 2.502 -2.196 0.070
H 5.400 -1.669 0.035
H 4.723 -2.592 1.241
H 4.321 -0.841 1.126
H 4.341 -0.984 -1.981
H 3.297 -0.097 -0.867
H 3.836 -1.250 -4.174
H 2.179 -1.475 -5.906
H -0.210 -1.452 -5.436
H -1.012 -0.946 -3.061
```

E in hartree: -4874.5796
E_HOMO (spin up / spin down) in hartree: -0.2867 / -0.3630
Kohn-Sham gap (spin up / spin down) in eV: 5.72 / 5.46
2S+1: 6
Total charge: +1
Energy above the lowest of the compared OMol25 structures with the same formula, charge and spin in kcal per mole: 2.7

Löwdin atomic charge list, values in e, 4 entries: number 1, Ir, carries 0.916; number 2, C, carries -0.015; number 3, C, carries -0.255; number 4, N, carries -0.316